26
Properties=species:S:1:pos:R:3 method="wB97M-V/def2-TZVPD" molar_mass_g_mol=164.232 de_lowest_ev=1.646 total_charge=+1 energy_ha=-515.3113 smiles="Cc1c[nH+]c(C2(N)CC=CC2)[nH]1" orbital_gap_ev=9.858
N 1.100 0.539 0.370
N 1.125 -1.425 -0.578
N -1.176 -2.192 0.243
C -2.464 1.085 -0.851
C 0.298 -0.448 0.087
C -2.437 1.339 0.460
C 2.419 0.290 -0.015
C 2.451 -0.955 -0.571
C 3.405 1.289 0.297
C -1.786 -0.152 -1.341
C -1.870 0.313 1.277
C -1.147 -0.734 0.309
H -2.781 2.096 1.077
H 3.477 1.616 1.421
H -1.132 -2.615 1.186
H -2.809 1.827 -1.580
H 3.151 2.239 -0.327
H 4.362 1.115 -0.084
H -2.524 -0.271 1.872
H 0.669 -2.164 -1.129
H -2.373 -0.909 -1.915
H -0.835 -0.031 -1.789
H -1.037 0.706 1.982
H -2.033 -2.478 -0.217
H 3.171 -1.461 -1.051
H 0.776 1.380 0.868